[1]
Formula: C30H38Br2FN3O3ReSi
Source: OMol25
Level of theory: ωB97M-V/def2-TZVPD

Summary:
frontier orbital gap (alpha / beta) = 8.0 / 7.4 eV
net charge = +2
total energy = -7171.14597 Eh
energy above the lowest of the compared OMol25 structures with the same formula, charge and spin = 0.223 eV
multiplicity = 4

XYZ file:
```
79
Properties=species:S:1:pos:R:3:lowdin_charge:R:1
Re -0.09815 -0.48515 -0.47923 1.27
Br -0.78866 0.62682 3.77414 0.80
C -0.98927 -1.19117 3.32481 -0.89
Br -1.48103 -1.54958 1.42455 0.79
H -1.84998 -1.61251 3.83307 0.02
H -0.07613 -1.75159 3.48633 0.02
C 7.13626 0.08190 -1.76756 -0.03
C 6.80431 0.67983 -0.41084 -0.27
C 7.63153 0.06286 0.70078 -0.13
C 7.29926 0.69920 2.03514 -0.11
C 5.83091 0.58334 2.31303 -0.11
C 5.35084 0.56565 3.59888 0.09
C 3.97973 0.46085 3.84681 -0.24
F 3.57293 0.45321 5.11492 0.11
C 3.06269 0.36283 2.84255 0.08
C 3.52613 0.36822 1.51587 -0.04
C 2.59571 0.27508 0.42890 -0.25
O 1.31703 0.18679 0.72712 -0.26
C 3.08500 0.33044 -0.86797 -0.04
C 4.46032 0.46216 -1.05782 0.07
N 5.33808 0.51396 -0.07842 0.07
C 4.90493 0.48259 1.24952 -0.04
C 2.26457 0.34693 -2.11557 -0.52
O 2.71619 0.67584 -3.17456 0.16
O 0.98088 -0.03893 -2.00508 -0.23
H 8.21963 0.06363 -1.86746 0.10
H 6.75413 0.66261 -2.60336 0.09
H 6.77705 -0.94414 -1.84687 0.11
H 6.97156 1.76082 -0.42752 0.17
H 8.68197 0.21028 0.45663 0.14
H 7.45492 -1.01570 0.72872 0.14
H 7.58138 1.75601 2.02195 0.14
H 7.86145 0.23334 2.84365 0.13
H 6.03025 0.63254 4.43795 0.15
H 2.00944 0.29600 3.05630 0.08
H 4.82907 0.52852 -2.06953 0.14
N -3.03092 -5.46401 -5.23974 0.23
C -2.61373 -4.69103 -4.50425 -0.14
C -2.08807 -3.72363 -3.58256 -0.17
C -1.96059 -2.39093 -3.95315 0.05
C -1.45032 -1.49491 -3.03755 -0.09
N -1.08557 -1.85561 -1.79562 -0.13
C -1.18025 -3.15859 -1.45623 -0.12
C -1.67745 -4.11558 -2.31164 0.04
H -2.24081 -2.05599 -4.94078 0.14
H -1.29051 -0.46114 -3.29726 0.09
H -0.83848 -3.43438 -0.46942 0.07
H -1.73536 -5.14733 -1.99863 0.14
C -1.38420 2.02044 -2.83708 -0.17
Si -1.38994 1.83108 -0.97712 0.76
C -3.18170 1.56079 -0.37536 -0.64
C -4.05675 2.65087 -1.03701 -0.08
C -3.72891 0.21698 -0.87736 -0.12
C -3.37400 1.65926 1.14175 -0.10
C -0.30324 3.19892 -0.21037 -0.62
C 1.09612 3.19185 -0.83735 -0.08
C -0.14975 3.10809 1.31196 -0.11
C -0.93797 4.56227 -0.56762 -0.07
H -1.69186 3.04871 -3.03966 0.05
H -2.11058 1.39613 -3.35253 0.03
H -0.40107 1.87368 -3.28158 0.04
H -4.02194 2.61043 -2.12459 0.08
H -3.79322 3.65485 -0.72094 0.07
H -5.09553 2.48998 -0.74136 0.10
H -3.71591 0.14717 -1.96601 0.08
H -4.77076 0.11682 -0.56610 0.10
H -3.19643 -0.64610 -0.47571 0.00
H -3.23374 2.67645 1.50328 0.08
H -2.69435 1.01561 1.70174 -0.01
H -4.39406 1.36767 1.39963 0.10
H 1.66537 2.31887 -0.53123 0.05
H 1.64317 4.06915 -0.48330 0.10
H 1.07789 3.24277 -1.92586 0.09
H 0.26915 2.14603 1.61762 0.01
H -1.08898 3.25895 1.83912 0.07
H 0.53869 3.88736 1.64704 0.10
H -0.97048 4.74581 -1.63965 0.08
H -0.31818 5.34685 -0.12787 0.10
H -1.93757 4.68932 -0.16162 0.07
```

=====

[2]
Formula: C3H10N4
Source: OMol25
Level of theory: ωB97M-V/def2-TZVPD

Summary:
frontier orbital gap = 7.8 eV
total energy = -339.26304 Eh
energy above the lowest of the compared OMol25 structures with the same formula, charge and spin = 1.766 eV

XYZ file:
```
17
Properties=species:S:1:pos:R:3:lowdin_charge:R:1
C -1.78052 -0.04857 -1.30177 -0.11
C -0.38989 -0.58428 -1.01431 -0.46
N -0.32708 -1.46671 0.04654 -0.08
H 0.45433 -2.10876 -0.10129 -0.02
H 0.10332 -0.87189 -1.95855 0.11
H -1.74711 0.82430 -1.95792 0.06
H -2.28865 0.21214 -0.36934 0.06
H -2.36267 -0.83204 -1.79050 0.07
C 0.83016 0.60307 0.75138 -0.58
N -0.11732 0.98916 1.63872 0.16
N 2.00353 0.19630 1.26965 0.18
N 0.65520 0.83434 -0.56470 0.08
H -0.36049 0.26594 2.30466 0.11
H -0.94655 1.33539 1.17610 0.10
H 2.64975 -0.27805 0.66034 0.11
H 2.08598 0.14757 2.27455 0.11
H 1.53800 0.78210 -1.06356 0.08
```

=====

[3]
Formula: C40H43Br2I2N3OPd
Source: OMol25
Level of theory: ωB97M-V/def2-TZVPD

Summary:
frontier orbital gap (alpha / beta) = 5.6 / 5.8 eV
total energy = -7660.88525 Eh
energy above the lowest of the compared OMol25 structures with the same formula, charge and spin = 2.103 eV

XYZ file:
```
92
Properties=species:S:1:pos:R:3:lowdin_charge:R:1
Pd -0.32461 0.27807 -0.11255 0.79
Br -4.85728 2.08200 -1.59977 0.80
C -4.26185 1.66924 0.13968 -0.60
C -5.12832 1.88232 1.22512 -0.17
C -4.74465 1.61132 2.50619 -0.63
Br -5.95839 1.90766 3.92514 0.77
C -3.44985 1.10366 2.77058 -0.18
C -2.92870 0.80019 4.05032 -0.02
C -1.65740 0.30962 4.17228 -0.03
C -0.89070 0.10617 3.01403 -0.10
N -1.34564 0.38468 1.81611 0.06
C -2.60097 0.88836 1.66678 -0.14
C -2.98056 1.17279 0.31560 -0.39
O -2.12935 0.98293 -0.66514 -0.30
H -6.11878 2.26892 1.02646 0.10
H -3.54862 0.96206 4.92532 0.08
H -1.23171 0.07360 5.14425 0.11
H 0.11938 -0.28745 3.07130 0.09
C 2.06052 -2.04500 4.10105 -0.06
C 2.57385 -1.47322 2.77194 -0.37
C 3.93654 -2.10525 2.45730 -0.04
C 2.65517 0.04468 2.80849 -0.15
C 3.23557 0.62075 3.94118 -0.03
C 3.33603 1.98778 4.08023 -0.06
C 2.85986 2.79706 3.06517 -0.03
C 2.28480 2.28309 1.90431 -0.12
C 1.89058 3.32754 0.87103 -0.37
C 2.66402 3.18901 -0.44188 -0.08
C 0.38502 3.33704 0.65635 -0.06
C 2.18085 0.87621 1.77872 -0.15
N 1.63852 0.20370 0.60902 -0.02
C 2.50424 -0.52455 -0.03517 -0.14
C 2.29027 -1.57841 -0.97042 -0.18
C 3.44854 -2.04693 -1.63979 -0.06
C 3.43249 -3.16975 -2.41685 -0.10
C 2.23378 -3.90457 -2.49018 -0.07
C 1.09536 -3.50423 -1.84646 -0.03
C 1.04682 -2.29080 -1.09027 -0.28
N -0.05539 -1.83711 -0.50710 0.00
C -1.24473 -2.64203 -0.54784 -0.17
C -2.06427 -2.67065 -1.70164 -0.13
C -3.25821 -3.38523 -1.65968 -0.04
C -3.63453 -4.09379 -0.53601 -0.07
C -2.80371 -4.10730 0.56895 -0.04
C -1.61288 -3.38657 0.58693 -0.14
C -0.70402 -3.47724 1.78829 -0.38
C -1.46668 -3.49111 3.11486 -0.07
C 0.20330 -4.70737 1.65885 -0.04
C -1.67033 -2.02793 -3.02274 -0.40
C -1.62518 -3.05790 -4.15440 -0.06
C -2.60977 -0.88670 -3.42009 -0.09
H 1.82763 -3.10327 3.98159 0.07
H 1.15849 -1.53902 4.46821 0.07
H 2.81719 -1.97054 4.88501 0.08
H 1.88166 -1.77526 1.98957 0.10
H 4.66666 -1.83466 3.22749 0.09
H 4.33684 -1.78493 1.49288 0.07
H 3.85079 -3.19682 2.43970 0.09
H 3.61005 -0.02435 4.72824 0.11
H 3.78543 2.42458 4.96811 0.11
H 2.94646 3.87591 3.15998 0.11
H 2.17849 4.27818 1.31543 0.12
H 2.48226 2.22492 -0.91578 -0.02
H 3.74065 3.28909 -0.27761 0.09
H 2.35085 3.96176 -1.15002 0.08
H 0.15050 2.32131 0.40895 -0.01
H 0.09547 3.95588 -0.18978 0.09
H -0.17220 3.63008 1.54634 0.09
H 3.55080 -0.34650 0.20346 0.13
H 4.36873 -1.48210 -1.51549 0.12
H 4.32328 -3.50469 -2.93702 0.10
H 2.20386 -4.82217 -3.07415 0.11
H 0.20314 -4.11315 -1.91343 0.11
H -3.89719 -3.39492 -2.53808 0.11
H -4.56392 -4.65363 -0.52794 0.10
H -3.08979 -4.69530 1.43560 0.11
H -0.06522 -2.59818 1.75806 0.09
H -1.98096 -4.44369 3.27056 0.07
H -2.21559 -2.69774 3.16019 0.08
H -0.77965 -3.36811 3.95670 0.07
H -0.39132 -5.62640 1.70257 0.09
H 0.93579 -4.74742 2.47003 0.07
H 0.74787 -4.70214 0.70938 0.07
H -0.66539 -1.62801 -2.90646 0.04
H -2.62795 -3.43899 -4.37869 0.08
H -0.98816 -3.91272 -3.90939 0.07
H -1.23558 -2.59599 -5.06657 0.08
H -3.62566 -1.26294 -3.58363 0.08
H -2.27521 -0.43099 -4.35905 0.08
H -2.65333 -0.11313 -2.66284 0.02
I 0.36661 1.03017 -2.65535 0.48
I 2.63428 1.41290 -4.04027 0.12
```

=====

[4]
Formula: C15H29AsBrFeN7O2
Source: OMol25
Level of theory: ωB97M-V/def2-TZVPD

Summary:
frontier orbital gap (alpha / beta) = 9.4 / 6.6 eV
net charge = +3
total energy = -7195.32664 Eh
multiplicity = 6

XYZ file:
```
56
Properties=species:S:1:pos:R:3:lowdin_charge:R:1
Fe -1.09374 0.29927 0.72621 0.90
C -0.45989 4.80392 -1.73119 0.03
O -0.10885 3.39844 -1.78250 0.04
C -0.18227 2.62662 -0.74614 -0.55
O -0.09446 1.39072 -0.87216 -0.08
N -0.34493 3.12520 0.48781 0.07
N -0.48519 2.19382 1.53004 0.02
H -0.55042 5.10922 -2.76741 0.12
H 0.32498 5.38780 -1.25129 0.11
H -1.41700 4.94432 -1.23017 0.11
H -0.30702 4.11299 0.69260 0.17
H -1.28168 2.45933 2.10228 0.11
H 0.34375 2.20485 2.11707 0.14
Br 1.51214 -4.45916 4.79520 0.90
C 0.89491 -3.19523 3.55721 -0.66
C -0.44633 -3.17106 3.18393 -0.07
C -0.86541 -2.20607 2.29523 -0.12
N -0.03734 -1.28491 1.77037 -0.05
C 1.25755 -1.33257 2.11836 -0.13
C 1.76560 -2.26460 2.99626 -0.07
H -1.14992 -3.88812 3.58175 0.12
H -1.89880 -2.16934 1.97111 0.11
H 1.90332 -0.59590 1.65543 0.11
H 2.81522 -2.26284 3.25336 0.12
N -7.10432 1.13763 3.48104 0.23
C -5.90724 0.58071 3.48033 -0.43
N -5.60764 -0.37312 4.35919 0.23
N -5.03082 1.02412 2.57858 0.17
C -3.90330 0.75343 2.13150 -0.29
N -2.85684 0.64139 1.59709 0.04
H -7.81886 0.88303 4.14423 0.14
H -7.32289 1.85901 2.81309 0.14
H -6.27440 -0.69986 5.04017 0.14
H -4.68666 -0.76992 4.38483 0.13
C 4.24995 -1.80334 -0.85940 -0.15
C 4.00993 -0.87501 -2.04053 -0.37
As 2.18657 -0.10311 -2.07738 1.42
C 1.91864 0.85401 -3.77979 -0.37
C 3.06073 0.63315 -4.76269 -0.14
C 0.92706 -1.61759 -2.05976 -0.40
C 1.08223 -2.46845 -3.31952 -0.12
H 5.22173 -2.28199 -0.97754 0.10
H 3.50158 -2.59483 -0.79899 0.07
H 4.27135 -1.25409 0.08225 0.07
H 4.10257 -1.40370 -2.99306 0.08
H 4.71678 -0.04619 -2.04087 0.08
H 1.80272 1.91213 -3.54474 0.07
H 0.95731 0.50531 -4.16000 0.08
H 4.01811 0.95934 -4.35774 0.08
H 2.86986 1.22942 -5.65532 0.10
H 3.14526 -0.40691 -5.07566 0.08
H -0.07548 -1.19201 -1.98138 0.06
H 1.12736 -2.20932 -1.16521 0.06
H 0.89408 -1.89689 -4.22739 0.08
H 0.35843 -3.28321 -3.28386 0.10
H 2.07194 -2.91986 -3.38479 0.08
```

=====

[5]
Formula: C13H28N13O5P
Source: OMol25
Level of theory: ωB97M-V/def2-TZVPD

Summary:
frontier orbital gap = 6.8 eV
total energy = -1941.50109 Eh

XYZ file:
```
60
Properties=species:S:1:pos:R:3:lowdin_charge:R:1
N 1.79683 4.66452 -0.98606 -0.37
P 0.25314 4.19498 -1.12764 0.69
C 0.06213 2.28337 -1.19218 -0.24
C 1.30500 1.32407 -1.25522 -0.04
C 1.10062 -0.23143 -1.29433 -0.06
C -0.35421 -0.77108 -1.28866 0.04
C -1.65354 0.14509 -1.21158 -0.15
N -2.92222 -0.53957 -1.19824 0.09
C -3.96424 0.43395 -1.08357 -0.08
C -3.79804 1.98116 -1.03003 -0.08
N -2.52628 2.62376 -1.09130 0.03
C -1.42782 1.67642 -1.16090 -0.20
H 2.40775 3.83375 -0.96964 -0.08
H -0.42053 4.74810 0.03583 -0.01
H -0.21722 4.80882 -2.36029 0.00
H 2.38549 1.72427 -1.24453 0.10
H 1.98779 -0.97082 -1.33840 0.07
H -0.48203 -1.92378 -1.31509 0.07
H -5.04429 0.02507 -1.02577 0.11
H -4.73173 2.64364 -0.93716 0.11
N -1.43606 3.82265 3.97636 0.16
C -1.17051 2.91636 3.00649 -0.70
N -1.87391 3.08859 1.86030 0.15
O -0.35922 2.01258 3.15356 0.01
H -2.09757 4.57091 3.87752 0.10
H -0.93321 3.72713 4.84372 0.09
H -1.70520 2.43555 1.11260 0.05
H -2.54413 3.82294 1.72178 0.09
N 1.92826 -0.57318 -6.68207 0.14
C 1.57433 -0.95035 -5.42807 -0.70
N 1.51474 0.05952 -4.52831 0.17
O 1.32858 -2.11187 -5.13389 0.01
H 2.13389 0.37371 -6.94412 0.09
H 1.98362 -1.29670 -7.38047 0.10
H 1.25456 -0.18173 -3.58326 0.05
H 1.71276 1.01869 -4.74938 0.10
N 0.57735 -4.78257 -1.69457 0.15
C -0.63784 -4.71878 -1.09494 -0.67
N -1.05181 -5.87661 -0.52700 0.16
O -1.30648 -3.69705 -1.07079 0.02
H 1.14212 -5.61204 -1.72695 0.10
H 0.91916 -3.93990 -2.13169 0.10
H -1.95063 -5.86888 -0.07200 0.11
H -0.51786 -6.72654 -0.53652 0.10
N 5.78411 -3.11141 -1.05818 0.15
C 4.43872 -2.95759 -1.07282 -0.68
N 3.73589 -4.11564 -1.04832 0.16
O 3.90212 -1.85983 -1.10500 0.02
H 6.24493 -4.00276 -1.03162 0.10
H 6.34215 -2.27283 -1.07521 0.11
H 2.73126 -4.04340 -1.05689 0.07
H 4.15876 -5.02568 -1.02151 0.10
N -3.18961 1.70623 8.55104 0.14
C -2.52751 2.11438 7.44024 -0.70
N -1.64007 1.21671 6.94711 0.16
O -2.71654 3.20575 6.92433 0.01
H -3.04915 0.81447 8.98986 0.09
H -3.85855 2.34627 8.94763 0.11
H -1.12748 1.48280 6.11998 0.10
H -1.47060 0.31578 7.35580 0.10
```

=====

[6]
Formula: C5H12N
Source: OMol25
Level of theory: ωB97M-V/def2-TZVPD

Summary:
frontier orbital gap (alpha / beta) = 9.8 / 6.9 eV
net charge = +1
total energy = -252.08397 Eh
energy above the lowest of the compared OMol25 structures with the same formula, charge and spin = 4.004 eV

XYZ file:
```
18
Properties=species:S:1:pos:R:3:lowdin_charge:R:1
C -0.66611 1.34223 -0.23646 -0.21
C -1.38031 0.07850 -0.59651 -0.10
C 0.62621 1.06866 0.61475 0.02
C -2.20925 -0.65216 0.35183 -0.10
C 1.81259 -1.05254 -0.08350 0.01
N 1.73467 0.43226 -0.10333 -0.03
H -0.37628 1.90464 -1.12494 0.11
H -1.29674 1.97679 0.38198 0.12
H -1.11485 -0.41193 -1.52263 0.10
H 0.46042 0.58562 1.57050 0.11
H -3.19091 -0.79247 -0.11202 0.10
H -2.33623 -0.11039 1.28374 0.09
H -1.85020 -1.66742 0.54597 0.09
H 1.88078 -1.40058 0.94700 0.11
H 0.91216 -1.46719 -0.53091 0.09
H 2.68250 -1.40115 -0.63513 0.11
H 1.71875 0.76500 -1.07778 0.18
H 2.59282 0.80212 0.32742 0.19
```

=====

- Which of these has the highest total energy?
  C5H12N